Arrangement 1

# C6H8CsLiO6

A structure of composition C6H8CsLiO6 (ωB97M-V/def2-TZVPD, the Open Molecules 2025 dataset).

Gap between HOMO and LUMO = 7.529 eV
Spin multiplicity = 1

Last column: Mulliken charge in e.
Cartesian coordinates (Å):
O (1.0292, 2.5776, 1.2501)  -0.386
C (0.2279, 1.6653, 0.6575)  0.748
C (1.8380, 3.3689, 0.3776)  -0.377
O (-0.4227, 0.9205, 1.3959)  -0.716
O (0.2993, 1.6502, -0.6139)  -0.823
C (2.9255, 2.4828, -0.1918)  -0.412
H (2.2866, 4.1526, 0.9988)  0.347
H (1.2535, 3.8019, -0.4429)  0.270
H (3.5454, 2.1512, 0.6524)  0.411
H (3.5517, 3.1292, -0.8204)  0.347
O (2.4180, -0.8490, -1.4197)  -0.197
C (2.9379, -0.0305, -0.4935)  -0.438
C (1.9362, -2.1451, -1.0002)  -0.207
O (3.0345, 1.1299, -1.0546)  -0.090
O (-0.2359, -1.3183, -1.6266)  -0.917
C (0.6269, -2.3843, -1.7485)  -0.530
H (1.7831, -2.1156, 0.0881)  0.309
H (2.6990, -2.8980, -1.2461)  0.270
H (0.2175, -3.3404, -1.3560)  0.275
H (0.8775, -2.5761, -2.8156)  0.237
Li (0.6416, 0.2825, -1.9112)  0.870
Cs (-2.6278, -0.8818, 0.1946)  1.009

***

Arrangement 2

# C6H8CsLiO6

A structure of composition C6H8CsLiO6 (ωB97M-V/def2-TZVPD, the Open Molecules 2025 dataset).

Gap between HOMO and LUMO = 3.482 eV
Spin multiplicity = 1

Last column: Mulliken charge in e.
Cartesian coordinates (Å):
O (5.8099, -3.1160, 1.4771)  -0.183
C (6.0510, -2.0611, 0.6166)  -0.613
C (5.6903, -4.3278, 0.7274)  -0.307
O (6.7650, -2.6540, -0.4839)  -0.362
C (6.6279, -4.0866, -0.4494)  -0.341
H (4.6500, -4.4732, 0.4034)  0.173
H (5.9984, -5.1634, 1.3647)  0.292
H (6.2207, -4.4451, -1.4037)  0.207
H (7.6226, -4.5233, -0.2879)  0.256
O (4.7681, -1.7833, -0.0714)  -0.027
Li (5.5730, -1.6250, -1.7551)  0.789
C (3.8854, -0.7056, 0.4567)  -0.450
C (2.4538, -1.0423, 0.1087)  -0.233
O (1.5981, -0.2650, 0.9489)  -0.271
C (0.2733, -0.3648, 0.7690)  0.635
O (-0.1921, -1.1189, -0.1208)  -0.749
O (-0.4481, 0.3343, 1.5245)  -0.791
H (4.0450, -0.7145, 1.5487)  0.279
H (4.1154, 0.3344, 0.1682)  0.247
H (2.2436, -2.1123, 0.2480)  0.245
H (2.2463, -0.7974, -0.9433)  0.210
Cs (-5.7173, 0.6153, 0.8522)  0.996

***

Least stable of them? arrangement 2.

***

Arrangement 1

# C59H42N7O3RuS3

A structure of composition C59H42N7O3RuS3 (ωB97M-V/def2-TZVPD, the Open Molecules 2025 dataset).

Gap between HOMO and LUMO (spin up / spin down) = 7.444 / 6.301 eV
Spin multiplicity = 2

Last column: Löwdin spin population.
Cartesian coordinates (Å):
Ru (-1.3022, -0.5027, 0.6786)  0.732
O (-2.5781, -0.5117, -0.9721)  0.003
N (-2.8775, -1.6931, -1.5338)  0.006
C (-3.5449, -1.6244, -2.7071)  -0.002
C (-3.9517, -2.7553, -3.3536)  0.004
C (-3.6726, -3.9959, -2.7702)  -0.002
C (-2.9825, -4.0432, -1.5900)  0.005
C (-2.5509, -2.8685, -0.9497)  0.008
S (-1.6636, -2.8826, 0.5145)  0.098
H (-3.7094, -0.6154, -3.0527)  0.000
H (-4.4824, -2.6672, -4.2896)  0.000
H (-3.9855, -4.9114, -3.2547)  0.000
H (-2.7310, -4.9792, -1.1123)  0.001
C (0.5537, 6.8763, -4.4509)  0.000
C (0.4311, 5.5395, -3.7740)  0.000
C (1.3240, 4.5079, -4.0662)  0.000
C (1.2050, 3.2685, -3.4638)  0.000
C (0.1817, 3.0533, -2.5500)  0.001
C (-0.7245, 4.0542, -2.2529)  0.000
C (-0.5905, 5.2945, -2.8630)  0.000
S (0.0830, 1.4208, -1.7939)  0.004
O (0.5321, 0.4808, -2.8532)  0.000
C (1.3867, 1.6957, -0.5926)  0.003
C (1.0629, 2.6466, 0.4048)  0.001
C (1.8752, 2.7992, 1.4829)  -0.001
C (3.0313, 1.9950, 1.6399)  0.000
C (3.8611, 2.1159, 2.7792)  0.000
C (4.9693, 1.3319, 2.9171)  0.001
C (5.2957, 0.3890, 1.9218)  0.000
C (4.5184, 0.2561, 0.8074)  0.001
C (3.3620, 1.0560, 0.6352)  0.000
C (2.5175, 0.9294, -0.5162)  0.002
C (3.0000, 0.0471, -1.6213)  0.000
C (4.0294, 0.5626, -2.4705)  0.000
C (4.4766, 1.9063, -2.3832)  0.000
C (5.4440, 2.3763, -3.2251)  0.000
C (6.0233, 1.5314, -4.1947)  0.000
C (5.6165, 0.2329, -4.2988)  0.000
C (4.6111, -0.2808, -3.4451)  0.000
C (4.1851, -1.6291, -3.5343)  0.000
C (3.1877, -2.0947, -2.7360)  0.000
C (2.5718, -1.2371, -1.7961)  0.001
S (1.2193, -1.8293, -0.7622)  0.004
O (1.8130, -2.5894, 0.3571)  -0.001
C (0.5806, -3.0485, -1.9262)  0.001
C (0.7161, -4.3825, -1.5798)  0.002
C (0.2589, -5.3580, -2.4532)  0.000
C (-0.3285, -5.0148, -3.6691)  0.000
C (-0.8132, -6.0825, -4.6110)  0.000
C (-0.4634, -3.6659, -3.9828)  0.001
C (-0.0224, -2.6749, -3.1173)  0.000
H (1.5625, 7.0353, -4.8307)  0.000
H (0.3173, 7.6898, -3.7647)  0.000
H (-0.1342, 6.9483, -5.2960)  0.000
H (2.1251, 4.6835, -4.7752)  0.000
H (1.8912, 2.4642, -3.7020)  0.000
H (-1.5220, 3.8750, -1.5437)  0.000
H (-1.2961, 6.0829, -2.6263)  0.000
H (0.1655, 3.2444, 0.3104)  0.000
H (1.6326, 3.5283, 2.2474)  0.000
H (3.5886, 2.8314, 3.5459)  0.000
H (5.5881, 1.4122, 3.8007)  0.000
H (6.1606, -0.2470, 2.0537)  0.000
H (4.7700, -0.4855, 0.0610)  0.000
H (4.0379, 2.5673, -1.6468)  0.000
H (5.7713, 3.4052, -3.1461)  0.000
H (6.7923, 1.9167, -4.8520)  0.000
H (6.0526, -0.4266, -5.0397)  0.000
H (4.6589, -2.2847, -4.2549)  0.000
H (2.8697, -3.1248, -2.8161)  0.000
H (1.1806, -4.6344, -0.6344)  0.000
H (0.3656, -6.4041, -2.1877)  0.000
H (-1.4580, -6.7979, -4.0966)  0.000
H (0.0222, -6.6461, -5.0307)  0.000
H (-1.3756, -5.6537, -5.4402)  0.000
H (-0.9242, -3.3818, -4.9224)  0.000
H (-0.1211, -1.6261, -3.3692)  0.000
N (-4.4743, -2.2546, 10.6439)  0.000
C (-4.3307, -2.0343, 9.5256)  0.000
C (-4.1606, -1.7666, 8.1241)  0.000
C (-5.1504, -2.1574, 7.2246)  0.000
C (-4.9932, -1.9103, 5.8738)  0.000
C (-3.8534, -1.2537, 5.4299)  0.000
C (-2.8646, -0.8541, 6.3169)  0.000
C (-3.0146, -1.1224, 7.6667)  0.000
N (-3.6914, -0.9913, 4.0414)  -0.001
C (-4.6813, -0.6936, 3.1271)  0.000
C (-4.0591, -0.5098, 1.9356)  -0.001
N (-2.7095, -0.6888, 2.1193)  -0.010
C (-2.5148, -0.9805, 3.3830)  -0.001
H (-6.0339, -2.6651, 7.5856)  0.000
H (-5.7444, -2.2446, 5.1713)  0.000
H (-1.9776, -0.3294, 5.9848)  0.000
H (-2.2402, -0.8196, 8.3576)  0.000
H (-5.7127, -0.5942, 3.4126)  0.000
H (-4.4548, -0.2258, 0.9763)  0.000
H (-1.5679, -1.2014, 3.8445)  0.000
N (0.1148, -0.5009, 2.1384)  0.011
C (0.9167, -0.6980, 2.9515)  0.010
C (1.7202, -0.7910, 4.0703)  0.014
C (1.0836, -0.4005, 5.2746)  0.002
N (0.4875, -0.0769, 6.2108)  0.006
C (2.9991, -1.3964, 4.0679)  0.002
N (4.0499, -1.8704, 4.0868)  0.007
C (-2.8236, 4.0485, 1.5917)  0.019
C (-1.9730, 3.3894, 2.4701)  0.000
C (-1.5238, 2.1088, 2.1805)  0.024
C (-1.8736, 1.4573, 0.9921)  0.026
C (-2.7389, 2.1324, 0.1295)  0.017
C (-3.2128, 3.4070, 0.4248)  -0.002
H (-3.1876, 5.0419, 1.8218)  0.001
H (-1.6673, 3.8663, 3.3942)  0.000
H (-0.8711, 1.6200, 2.8943)  0.001
H (-3.0549, 1.6565, -0.7907)  0.001
H (-3.8865, 3.9022, -0.2661)  -0.001

***

Arrangement 2

# C59H42N7O3RuS3

A structure of composition C59H42N7O3RuS3 (ωB97M-V/def2-TZVPD, the Open Molecules 2025 dataset).

Gap between HOMO and LUMO (spin up / spin down) = 6.880 / 6.767 eV
Spin multiplicity = 2

Last column: Löwdin spin population.
Cartesian coordinates (Å):
Ru (-1.3681, -0.4191, -1.8621)  0.835
O (0.9993, -0.1637, -1.7185)  0.057
N (1.7443, 0.6689, -2.4324)  0.003
C (3.0803, 0.6311, -2.2250)  0.001
C (3.9299, 1.4617, -2.8985)  0.000
C (3.3804, 2.3599, -3.8236)  0.000
C (2.0268, 2.3806, -4.0245)  0.003
C (1.1565, 1.5191, -3.3197)  0.011
S (-0.5252, 1.4896, -3.5010)  0.054
H (3.3892, -0.1005, -1.4922)  0.000
H (4.9916, 1.4064, -2.7105)  0.000
H (4.0219, 3.0284, -4.3825)  0.000
H (1.5705, 3.0527, -4.7373)  0.001
C (-5.8217, 5.8470, 2.3888)  0.000
C (-4.8673, 4.7932, 1.9012)  0.000
C (-4.4379, 3.7806, 2.7541)  0.000
C (-3.5509, 2.8095, 2.3158)  0.000
C (-3.0794, 2.8682, 1.0138)  0.000
C (-3.4960, 3.8605, 0.1390)  0.000
C (-4.3909, 4.8143, 0.5901)  0.000
S (-1.9082, 1.6312, 0.5203)  0.000
O (-2.1909, 1.3664, -0.9361)  -0.003
C (-0.4066, 2.6261, 0.5199)  0.000
C (-0.0944, 3.3698, -0.6358)  0.000
C (1.0958, 4.0308, -0.6956)  0.000
C (2.0136, 3.9740, 0.3845)  0.000
C (3.2746, 4.6142, 0.3146)  0.000
C (4.1675, 4.5149, 1.3424)  0.000
C (3.8433, 3.7677, 2.4953)  0.000
C (2.6352, 3.1378, 2.5936)  0.000
C (1.6869, 3.2293, 1.5434)  0.000
C (0.4469, 2.5307, 1.5866)  0.000
C (0.1329, 1.5891, 2.6942)  0.000
C (-0.3902, 2.0525, 3.9367)  0.000
C (-0.5308, 3.4327, 4.2223)  0.000
C (-1.0822, 3.8436, 5.4020)  0.000
C (-1.5222, 2.8986, 6.3528)  0.000
C (-1.4063, 1.5615, 6.0982)  0.000
C (-0.8442, 1.1031, 4.8821)  0.000
C (-0.7760, -0.2825, 4.5775)  0.000
C (-0.2679, -0.7107, 3.3896)  0.000
C (0.2077, 0.2397, 2.4619)  0.001
S (0.8081, -0.2399, 0.8389)  0.002
O (-0.3175, -1.0652, 0.2611)  0.014
C (2.0487, -1.4190, 1.3373)  0.001
C (3.3196, -0.9677, 1.6663)  0.000
C (4.2949, -1.8910, 2.0007)  0.000
C (4.0215, -3.2598, 2.0052)  0.000
C (5.0958, -4.2486, 2.3645)  0.000
C (2.7394, -3.6829, 1.6708)  0.000
C (1.7491, -2.7693, 1.3283)  0.000
H (-6.6135, 5.4085, 2.9963)  0.000
H (-6.2827, 6.3791, 1.5582)  0.000
H (-5.3024, 6.5814, 3.0080)  0.000
H (-4.8115, 3.7424, 3.7705)  0.000
H (-3.2325, 2.0112, 2.9765)  0.000
H (-3.1445, 3.8661, -0.8850)  0.000
H (-4.7308, 5.5889, -0.0864)  0.000
H (-0.7772, 3.3601, -1.4745)  0.000
H (1.3624, 4.5928, -1.5825)  0.000
H (3.5192, 5.1775, -0.5778)  0.000
H (5.1302, 5.0046, 1.2760)  0.000
H (4.5576, 3.6973, 3.3054)  0.000
H (2.3915, 2.5621, 3.4782)  0.000
H (-0.1999, 4.1597, 3.4909)  0.000
H (-1.1882, 4.9004, 5.6094)  0.000
H (-1.9578, 3.2384, 7.2833)  0.000
H (-1.7500, 0.8299, 6.8193)  0.000
H (-1.1460, -0.9939, 5.3057)  0.000
H (-0.2350, -1.7627, 3.1374)  0.000
H (3.5417, 0.0946, 1.6610)  0.000
H (5.2898, -1.5470, 2.2590)  0.000
H (5.9810, -4.1097, 1.7421)  0.000
H (4.7495, -5.2737, 2.2379)  0.000
H (5.4072, -4.1280, 3.4033)  0.000
H (2.5086, -4.7425, 1.6803)  0.000
H (0.7502, -3.0880, 1.0507)  0.000
N (5.6833, -8.2213, -2.9895)  0.000
C (4.7776, -7.5146, -3.0104)  0.000
C (3.6521, -6.6241, -3.0331)  0.000
C (2.7205, -6.6969, -4.0653)  0.000
C (1.6444, -5.8285, -4.0894)  0.000
C (1.4908, -4.8956, -3.0714)  0.000
C (2.4133, -4.8246, -2.0328)  0.000
C (3.4962, -5.6809, -2.0193)  0.000
N (0.3956, -4.0018, -3.0935)  0.000
C (-0.8281, -4.1871, -3.7095)  0.000
C (-1.5367, -3.0553, -3.4914)  0.000
N (-0.7656, -2.1705, -2.7647)  -0.007
C (0.3752, -2.7742, -2.5230)  0.000
H (2.8485, -7.4236, -4.8554)  0.000
H (0.9414, -5.8637, -4.9095)  0.000
H (2.2860, -4.1111, -1.2321)  0.000
H (4.2202, -5.6269, -1.2170)  0.000
H (-1.0868, -5.0900, -4.2307)  0.000
H (-2.5373, -2.8220, -3.8076)  0.000
H (1.1987, -2.3199, -2.0008)  0.000
N (-2.7850, -0.3194, -3.2671)  -0.001
C (-2.9990, -0.2187, -4.4084)  0.003
C (-3.2617, -0.2418, -5.7546)  0.004
C (-3.4717, 0.9578, -6.4777)  0.000
N (-3.6408, 1.9373, -7.0617)  0.002
C (-3.2470, -1.5099, -6.3867)  0.001
N (-3.2560, -2.5550, -6.8765)  0.002
C (-4.7121, -2.8334, 0.6970)  0.007
C (-4.9778, -1.5603, 0.2148)  -0.002
C (-4.0393, -0.8869, -0.5568)  0.004
C (-2.8039, -1.4603, -0.8667)  -0.005
C (-2.5633, -2.7512, -0.3866)  0.010
C (-3.4977, -3.4272, 0.3880)  0.000
H (-5.4458, -3.3589, 1.2953)  0.000
H (-5.9272, -1.0857, 0.4346)  0.000
H (-4.2828, 0.0954, -0.9413)  0.000
H (-1.6181, -3.2401, -0.5914)  0.000
H (-3.2741, -4.4244, 0.7499)  0.000

***

Least stable of them? arrangement 2.